The following is a quantum chemistry calculation of C25H47ClCrINO3Si2 as an isolated structure, from OMol25.

The geometry in XYZ format:
```
81
Properties=species:S:1:pos:R:3
O -1.75059 -3.26312 -1.61268
O -2.61130 -1.52057 -2.98348
C -0.25086 -3.06682 -1.78885
C 0.54956 -3.25478 -0.52399
H -0.11947 -2.06249 -2.20075
H 0.00388 -3.79763 -2.55998
H 0.46869 -2.40185 0.15195
H 1.60629 -3.33208 -0.78545
H 0.28197 -4.17003 -0.00281
C -2.34481 -3.06877 -0.24929
C -3.80778 -3.39719 -0.28865
H -2.15472 -2.02712 0.04063
H -1.79411 -3.71494 0.43078
H -4.39902 -2.61704 -0.77773
H -4.15601 -3.46047 0.74928
H -4.00455 -4.36221 -0.77510
C -3.42203 -0.34019 -2.74023
C -2.19667 -1.71528 -4.36067
C -3.45766 0.05273 -1.28789
H -4.43218 -0.57937 -3.10097
H -3.01060 0.47287 -3.35621
H -3.72567 -0.78139 -0.62994
H -4.23560 0.81732 -1.17905
H -2.51151 0.49648 -0.94201
C -2.72739 -3.00774 -4.91804
H -1.09887 -1.69984 -4.34060
H -2.54454 -0.84414 -4.92893
H -2.39863 -3.86598 -4.32417
H -2.35450 -3.11926 -5.93775
H -3.82055 -2.99616 -4.96518
H -2.26304 -2.60787 -2.25893
Cr 1.48237 1.29343 1.22583
C 0.71747 0.98863 -0.47469
Si 1.21758 1.94560 -2.01742
H -0.39420 0.99455 -0.39959
H 0.98761 -0.07878 -0.68165
C 2.52598 0.94693 -2.92762
C 1.78264 3.65621 -1.53120
C -0.26261 2.01728 -3.16883
C 3.40371 1.13818 0.56856
Si 4.09103 1.78952 2.16585
H 3.69322 1.69391 -0.34218
H 3.63672 0.07334 0.39090
C 5.41000 3.06662 1.76272
C 4.73056 0.33567 3.16625
C 2.71434 2.66296 3.13384
H -0.08803 2.79895 -3.92220
H -1.18419 2.25978 -2.62342
H -0.41915 1.06100 -3.69019
H 3.38081 0.71773 -2.28344
H 2.87751 1.50221 -3.80761
H 2.09941 -0.00356 -3.27932
H 1.81193 3.77584 -0.43944
H 1.08436 4.39375 -1.94105
H 2.77331 3.88688 -1.93817
H 5.54306 -0.17942 2.63074
H 3.92556 -0.39567 3.35400
H 5.11755 0.68916 4.13294
H 2.38333 2.09093 4.00993
H 1.81417 2.99335 2.57093
H 3.19681 3.57899 3.50026
H 6.28966 2.93272 2.40610
H 5.01006 4.07847 1.91726
H 5.72585 2.97869 0.71426
Cl -2.98971 -0.55612 5.96728
C -1.68991 -0.49529 4.86023
C -0.68556 -1.45924 4.93399
C 0.40600 -1.44430 4.06026
I 1.92800 -2.85988 4.23098
C 0.50720 -0.40595 3.09700
O 1.44250 -0.32690 2.18952
C -0.48031 0.62633 3.09835
N -0.25628 1.61923 2.18082
C -1.24784 2.51157 1.93611
C -2.44694 2.48233 2.66510
C -2.63769 1.54205 3.66151
C -1.65216 0.57070 3.90192
H -0.74054 -2.23834 5.67909
H -1.08715 3.23638 1.13840
H -3.20695 3.21854 2.42010
H -3.55880 1.52991 4.24365
```

E ... -99113.81976 eV
Spin multiplicity ... 4
Total charge ... +1

=====

The following is a quantum chemistry calculation of C25H47ClErINO3Si2 as an isolated structure, from OMol25.

The geometry in XYZ format:
```
81
Properties=species:S:1:pos:R:3
O -0.16237 -1.31705 0.04233
O -2.00484 -0.20229 -3.32218
C 0.68045 -2.28290 -0.69049
C 1.23246 -3.34672 0.22818
H 1.45850 -1.67642 -1.16535
H 0.04591 -2.68298 -1.47833
H 1.59022 -2.92861 1.17765
H 2.07518 -3.85018 -0.26069
H 0.45448 -4.08828 0.43810
C -1.43626 -1.84143 0.59253
C -2.13677 -2.76538 -0.37507
H -2.06353 -0.95590 0.80330
H -1.18265 -2.33629 1.54151
H -2.37993 -2.26462 -1.31848
H -3.08902 -3.06521 0.07652
H -1.55341 -3.67317 -0.57390
C -3.06476 0.75923 -3.51943
C -1.87792 -1.16718 -4.37923
C -4.25631 0.48059 -2.62502
H -3.38943 0.77468 -4.58016
H -2.63845 1.74238 -3.26775
H -4.70822 -0.48859 -2.87361
H -4.98848 1.27810 -2.79465
H -3.96731 0.49566 -1.56578
C -3.10667 -2.04129 -4.51124
H -0.98809 -1.76557 -4.13123
H -1.68286 -0.65636 -5.34008
H -3.42628 -2.43412 -3.54023
H -2.85858 -2.87447 -5.17223
H -3.93781 -1.48522 -4.95779
H -0.20238 0.01903 -1.83416
Er 0.40855 0.39686 1.27521
C 0.15038 1.07006 -1.75503
Si 0.79210 1.67187 -3.43191
H -0.70133 1.67592 -1.42866
H 0.97468 1.16675 -1.01822
C 1.61322 0.21959 -4.31788
C 1.98184 3.07864 -3.07163
C -0.46938 2.39111 -4.62946
C 2.64703 0.28472 0.63619
Si 3.62149 1.22272 1.92374
H 2.93464 0.66072 -0.36251
H 3.02453 -0.76473 0.63876
C 4.50986 2.67418 1.11701
C 4.90849 0.12542 2.74660
C 2.59992 1.96370 3.33861
H 0.01053 2.61696 -5.59204
H -0.90813 3.32346 -4.24681
H -1.28916 1.69376 -4.83924
H 2.48823 -0.13239 -3.75253
H 1.95724 0.50165 -5.32501
H 0.91666 -0.62545 -4.42690
H 2.55855 2.89532 -2.15730
H 1.42459 4.01786 -2.94214
H 2.68236 3.21920 -3.90493
H 5.31286 -0.59790 2.02438
H 4.47037 -0.44383 3.57621
H 5.73918 0.72019 3.14610
H 2.32083 1.21765 4.09317
H 1.69992 2.51834 3.02943
H 3.25786 2.69260 3.83576
H 5.34471 2.99781 1.75181
H 3.82998 3.52622 0.97878
H 4.91816 2.39636 0.13542
Cl -2.17577 -0.98689 7.85150
C -1.23064 -0.85307 6.42792
C 0.08365 -1.32518 6.43066
C 0.87845 -1.27855 5.27518
I 2.86606 -1.93157 5.26097
C 0.33549 -0.74745 4.08555
O 0.99427 -0.71713 2.94702
C -0.97790 -0.14732 4.12177
N -1.34453 0.57936 3.01464
C -2.58310 1.11999 2.98977
C -3.48979 0.97674 4.04946
C -3.11478 0.30304 5.19720
C -1.81832 -0.24564 5.27381
H 0.51516 -1.74585 7.33404
H -2.83814 1.66076 2.08040
H -4.48005 1.41007 3.94817
H -3.78569 0.19386 6.04394
```

E ... -98317.04425 eV
Spin multiplicity ... 4
Total charge ... +1
Relative energy (zero: lowest compared OMol25 entry of this formula, charge and spin) ... 0.00 kJ/mol

=====

Sequential maximum force output: 3.0; 1.6 eV Å⁻¹